An isolated ion of composition C3H8NOS and charge +1 in a non-equilibrium geometry. Source: the Open Molecules 2025 dataset; level of theory: ωB97M-V/def2-TZVPD.

Structure (ORCA input):
```
! RIJCOSX wB97M-V def2-TZVPD def2/J DEFGRID3
* xyz 1 1
S -2.19 0.19 -0.40
C -0.79 -0.12 0.81
N 0.14 1.01 0.51
C 1.10 0.39 -0.54
C 0.66 -1.09 -0.58
O -0.04 -1.21 0.61
H -3.04 -0.43 0.29
H -1.12 -0.21 1.88
H 0.67 1.34 1.34
H -0.33 1.83 0.16
H 2.19 0.35 -0.35
H 1.08 0.90 -1.49
H 0.00 -1.21 -1.43
H 1.66 -1.73 -0.80
*
```

Values from the calculation:
- E_tot: -646.979985 Eh
- Energy relative to the best compared isomer or geometry (same formula, charge and spin): 1.210 eV
- Molar mass: 106.17 g/mol

Mulliken charges in e: number 1, S, carries -0.159; number 2, C, carries -0.066; number 3, N, carries -0.232; number 4, C, carries -0.480; number 5, C, carries -0.361; number 6, O, carries -0.344; number 7, H, carries 0.166; number 8, H, carries 0.430; number 9, H, carries 0.373; number 10, H, carries 0.341; number 11, H, carries 0.327; number 12, H, carries 0.298; number 13, H, carries 0.367; number 14, H, carries 0.339


C11H20N2O8Zn as an isolated structure in a non-equilibrium geometry. Source: the Open Molecules 2025 dataset; level of theory: ωB97M-V/def2-TZVPD.

Structure (ORCA input):
```
! RIJCOSX wB97M-V def2-TZVPD def2/J DEFGRID3
* xyz 0 1
Zn -0.27 1.25 -0.30
C 4.27 -0.23 -0.32
N 3.14 -0.17 0.64
C 3.38 0.76 1.73
C 1.90 -0.48 0.31
O 0.89 -0.29 1.02
C 1.69 -1.04 -1.07
O 0.31 -0.94 -1.44
C -0.54 -1.95 -0.99
C -1.71 -1.27 -0.27
O -1.78 -0.05 -0.18
N -2.66 -2.12 0.17
C -2.61 -3.55 0.09
C -3.89 -1.60 0.74
H 5.21 -0.14 0.25
H 4.21 0.65 -1.05
H 4.32 -1.20 -0.81
H 2.48 0.88 2.30
H 3.75 1.67 1.29
H 4.19 0.32 2.33
H 2.00 -2.12 -1.05
H 2.21 -0.43 -1.85
H 0.00 -2.62 -0.32
H -1.02 -2.49 -1.85
H -1.63 -3.95 0.15
H -3.05 -3.91 -0.84
H -3.11 -3.96 1.00
H -3.88 -0.48 0.78
H -3.95 -1.98 1.77
H -4.76 -1.92 0.19
O 2.51 3.34 -2.20
C 1.52 2.87 -1.68
O 1.52 1.81 -0.88
C 0.13 3.49 -1.94
O 0.04 4.54 -2.53
O -0.79 2.77 -1.38
C -2.61 2.26 1.60
O -1.26 2.60 1.12
H -3.26 2.05 0.73
H -3.04 3.09 2.18
H -2.55 1.39 2.22
H -1.31 3.13 0.30
*
```

Values from the calculation:
- E_tot: -2921.972542 Eh
- Energy relative to the best compared isomer or geometry (same formula, charge and spin): 0.000 eV
- Molar mass: 373.68 g/mol

Mulliken charges in e: number 1, Zn, carries 0.557; number 2, C, carries -0.919; number 3, N, carries 0.051; number 4, C, carries -1.043; number 5, C, carries 1.058; number 6, O, carries -0.709; number 7, C, carries -0.795; number 8, O, carries -0.256; number 9, C, carries -0.853; number 10, C, carries 1.000; number 11, O, carries -0.818; number 12, N, carries 0.216; number 13, C, carries -1.022; number 14, C, carries -0.973; number 15, H, carries 0.340; number 16, H, carries 0.285; number 17, H, carries 0.335; number 18, H, carries 0.343; number 19, H, carries 0.343; number 20, H, carries 0.326; number 21, H, carries 0.466; number 22, H, carries 0.418; number 23, H, carries 0.428; number 24, H, carries 0.377; number 25, H, carries 0.386; number 26, H, carries 0.335; number 27, H, carries 0.327; number 28, H, carries 0.166; number 29, H, carries 0.364; number 30, H, carries 0.364; number 31, O, carries -0.632; number 32, C, carries 0.648; number 33, O, carries -0.362; number 34, C, carries 0.433; number 35, O, carries -0.630; number 36, O, carries -0.756; number 37, C, carries -0.601; number 38, O, carries -0.466; number 39, H, carries 0.236; number 40, H, carries 0.321; number 41, H, carries 0.256; number 42, H, carries 0.458


A 5-piece molecular cluster, C30H57N2O9PS4 overall. Source: the Open Molecules 2025 dataset; level of theory: ωB97M-V/def2-TZVPD.

Structure (ORCA input):
```
! RIJCOSX wB97M-V def2-TZVPD def2/J DEFGRID3
* xyz 0 1
C 5.72 -3.41 1.57
C 6.62 -2.29 2.04
O 5.93 -1.52 3.00
C 6.19 -0.13 3.01
C 4.93 0.68 2.77
C 4.64 0.92 1.29
C 3.15 1.03 0.91
C 2.54 -0.15 0.15
C 1.62 -1.10 0.92
C 2.22 -1.57 2.17
N 2.65 -1.95 3.16
C 0.21 -0.53 1.18
C 0.21 0.59 2.09
N 0.17 1.48 2.82
P -0.87 -1.84 1.97
C -1.34 -2.88 0.53
C -2.41 -0.96 2.46
C -2.33 -0.58 3.94
H 6.21 -3.96 0.77
H 4.78 -3.02 1.20
H 5.51 -4.10 2.38
H 6.92 -1.68 1.19
H 7.52 -2.72 2.49
H 6.61 0.15 3.98
H 6.94 0.13 2.25
H 4.09 0.18 3.25
H 5.05 1.62 3.27
H 5.15 0.18 0.67
H 5.07 1.89 1.03
H 3.05 1.91 0.27
H 2.57 1.26 1.80
H 3.35 -0.74 -0.28
H 1.95 0.21 -0.67
H 1.48 -1.99 0.31
H -0.24 -0.22 0.23
H -1.40 -2.32 -0.41
H -0.60 -3.67 0.44
H -2.31 -3.31 0.74
H -2.62 -0.08 1.85
H -3.21 -1.68 2.30
H -3.31 -0.63 4.40
H -1.68 -1.26 4.48
H -1.94 0.42 4.07
O -2.22 0.51 -1.05
S -3.65 0.34 -1.14
O -4.23 -0.96 -0.87
C -4.43 1.58 -0.10
C -4.64 2.76 -1.05
C -5.15 2.16 -2.37
C -4.24 0.97 -2.71
H -3.77 1.79 0.74
H -5.37 1.16 0.24
H -5.34 3.48 -0.63
H -3.69 3.27 -1.21
H -6.18 1.82 -2.24
H -5.14 2.89 -3.18
H -4.77 0.17 -3.22
H -3.37 1.26 -3.29
O -1.32 0.98 -4.35
S -0.19 0.28 -4.91
O -0.36 -1.01 -5.53
C 0.69 1.39 -6.01
C 1.68 2.11 -5.09
C 2.26 1.04 -4.16
C 1.08 0.21 -3.65
H -0.03 2.04 -6.49
H 1.20 0.78 -6.75
H 2.45 2.62 -5.66
H 1.15 2.87 -4.51
H 2.95 0.40 -4.72
H 2.81 1.48 -3.33
H 1.33 -0.84 -3.48
H 0.63 0.63 -2.75
O 4.59 2.44 5.31
S 3.95 3.14 6.39
O 4.66 4.14 7.14
C 2.39 3.79 5.79
C 1.39 2.66 6.02
C 1.71 2.10 7.42
C 3.23 1.91 7.50
H 2.51 4.07 4.75
H 2.16 4.67 6.39
H 0.37 3.02 5.95
H 1.53 1.89 5.27
H 1.39 2.81 8.18
H 1.19 1.16 7.60
H 3.64 2.08 8.50
H 3.54 0.94 7.13
O -7.23 -0.75 -5.45
S -5.90 -1.29 -5.60
O -4.77 -0.40 -5.74
C -5.59 -2.46 -4.28
C -6.09 -3.79 -4.84
C -5.59 -3.84 -6.29
C -5.90 -2.49 -6.94
H -6.12 -2.12 -3.39
H -4.52 -2.47 -4.10
H -5.72 -4.62 -4.25
H -7.18 -3.81 -4.82
H -4.51 -4.01 -6.29
H -6.05 -4.66 -6.85
H -5.16 -2.18 -7.67
H -6.90 -2.47 -7.38
*
```

Values from the calculation:
- E_tot: -3897.995832 Eh
- Molar mass: 749.03 g/mol

Here are the Mulliken charges for atoms 1 to 99, given in e: number 1, C, carries -0.942; number 2, C, carries -0.230; number 3, O, carries -0.315; number 4, C, carries -1.076; number 5, C, carries 0.165; number 6, C, carries -0.970; number 7, C, carries -0.584; number 8, C, carries -0.680; number 9, C, carries 0.593; number 10, C, carries -0.288; number 11, N, carries -0.563; number 12, C, carries 1.075; number 13, C, carries -0.354; number 14, N, carries -0.651; number 15, P, carries 0.081; number 16, C, carries -1.237; number 17, C, carries 0.210; number 18, C, carries -1.325; number 19, H, carries 0.416; number 20, H, carries 0.033; number 21, H, carries 0.290; number 22, H, carries 0.298; number 23, H, carries 0.292; number 24, H, carries 0.384; number 25, H, carries 0.412; number 26, H, carries 0.112; number 27, H, carries 0.369; number 28, H, carries 0.294; number 29, H, carries 0.413; number 30, H, carries 0.502; number 31, H, carries 0.135; number 32, H, carries 0.763; number 33, H, carries -0.347; number 34, H, carries 0.618; number 35, H, carries 0.051; number 36, H, carries 0.206; number 37, H, carries 0.379; number 38, H, carries 0.495; number 39, H, carries -0.482; number 40, H, carries 0.600; number 41, H, carries 0.398; number 42, H, carries 0.377; number 43, H, carries 0.310; number 44, O, carries -0.606; number 45, S, carries 1.332; number 46, O, carries -0.790; number 47, C, carries -0.760; number 48, C, carries -0.732; number 49, C, carries -0.785; number 50, C, carries 0.597; number 51, H, carries 0.365; number 52, H, carries 0.406; number 53, H, carries 0.438; number 54, H, carries 0.272; number 55, H, carries 0.307; number 56, H, carries 0.392; number 57, H, carries -0.690; number 58, H, carries 0.186; number 59, O, carries -0.630; number 60, S, carries 1.113; number 61, O, carries -0.733; number 62, C, carries -0.777; number 63, C, carries -0.613; number 64, C, carries -0.589; number 65, C, carries -0.424; number 66, H, carries 0.407; number 67, H, carries 0.358; number 68, H, carries 0.386; number 69, H, carries 0.283; number 70, H, carries 0.322; number 71, H, carries 0.291; number 72, H, carries 0.460; number 73, H, carries 0.037; number 74, O, carries -0.575; number 75, S, carries 1.006; number 76, O, carries -0.703; number 77, C, carries -0.800; number 78, C, carries -0.179; number 79, C, carries -0.752; number 80, C, carries -0.717; number 81, H, carries 0.412; number 82, H, carries 0.356; number 83, H, carries 0.368; number 84, H, carries 0.014; number 85, H, carries 0.326; number 86, H, carries 0.368; number 87, H, carries 0.387; number 88, H, carries 0.370; number 89, O, carries -0.681; number 90, S, carries 1.189; number 91, O, carries -0.583; number 92, C, carries -0.643; number 93, C, carries -0.787; number 94, C, carries -0.633; number 95, C, carries -0.693; number 96, H, carries 0.482; number 97, H, carries 0.377; number 98, H, carries 0.357; number 99, H, carries 0.325


Number 1: E_HOMO -14.37 eV. Number 2: E_HOMO -8.03 eV. Number 3: E_HOMO -8.54 eV.